(1)
Below is a molecular structure, C33H36BaN5O3S2, with properties calculated with ωB97M-V/def2-TZVPD.

Positions of all 80 atoms, in Å:
Ba -0.1743 0.4062 -0.4550
S 2.0045 -2.8634 -0.2446
S -3.1838 0.7751 -0.1308
O -2.5138 -0.4025 -0.7375
O 0.9214 -1.8550 -0.4701
O -4.0219 1.5467 -1.0136
N 0.9649 0.7606 -3.0131
N 2.6844 0.6772 -0.7197
N 1.5876 0.5391 1.9026
N -2.0686 1.6093 0.5876
N -0.3980 3.1296 0.0673
C -5.8490 -0.8479 3.1981
C 1.1422 -4.4600 -0.2119
C 0.0755 4.3759 0.0411
C -0.4235 0.4009 3.2444
C 2.0295 -5.5801 0.3006
C -3.9195 -1.0901 1.7640
C -6.7188 -1.3761 4.3010
C 3.2407 0.3763 4.0993
C 1.0669 0.4775 3.1322
C -1.3237 0.7534 -3.8061
C 4.8679 0.7903 0.2004
C 2.8746 -2.9909 -1.8352
C 2.8553 0.6008 -4.4364
C 0.6580 0.6755 -5.3668
C 1.9653 -3.0321 -3.0467
C -0.7131 5.4877 0.2613
C 2.2890 0.7235 -3.1646
C -2.0642 5.2898 0.5244
C 1.8741 0.4123 4.2668
C 0.1470 0.7209 -4.0715
C 2.9130 0.5392 1.7269
C -4.2318 0.1055 1.1388
C -1.6843 2.9361 0.3925
C -5.3484 0.8277 1.5279
C 3.4835 0.6707 0.3482
C 3.7709 0.4328 2.8197
C -2.5624 4.0043 0.5987
C 3.1886 0.7940 -1.9542
C -4.7242 -1.5595 2.7870
C 2.0257 0.5937 -5.5426
C 5.4015 0.9557 -1.0586
C 4.5606 0.9653 -2.1529
C -6.1493 0.3483 2.5523
H 1.1304 4.4792 -0.1885
H -3.6002 3.8127 0.8265
H 1.4204 0.3767 5.2473
H 5.5332 0.7978 1.0482
H 0.2984 -4.2747 0.4538
H 4.8418 0.3910 2.7045
H 3.9189 0.5134 -4.5789
H 2.9016 -5.7351 -0.3353
H 1.4667 -6.5128 0.3083
H -1.6559 -0.1112 -3.2259
H -0.7427 -0.6444 3.1765
H 1.5350 -4.0200 -3.2004
H 2.5337 -2.7739 -3.9396
H 2.4460 0.5219 -6.5368
H -1.6125 1.6485 -3.2501
H 0.7381 -4.6584 -1.2046
H -7.5334 -0.6905 4.5268
H 3.5328 -2.1196 -1.8486
H 3.9005 0.3044 4.9533
H -7.1542 -2.3355 4.0168
H 6.4678 1.0858 -1.1843
H -0.7797 0.7790 4.2023
H -0.9065 0.9580 2.4514
H -0.2838 6.4782 0.2233
H -0.0163 0.6748 -6.2117
H -6.1462 -1.5363 5.2154
H 1.1557 -2.3077 -2.9390
H -7.0267 0.9094 2.8480
H -3.0626 -1.6618 1.4308
H -4.4829 -2.5000 3.2682
H -1.8857 0.7522 -4.7381
H 2.3732 -5.3833 1.3153
H -5.5970 1.7479 1.0157
H 3.5197 -3.8700 -1.7555
H -2.7207 6.1345 0.6879
H 4.9734 1.1249 -3.1341

Kohn-Sham gap ... 7.9 eV
LUMO level ... -0.098 Ha
Total charge ... +1

(2)
Below is a molecular structure, C33H36BaN5O3S2, with properties calculated with ωB97M-V/def2-TZVPD.

Positions of all 80 atoms, in Å:
Ba -0.8227 -0.5997 -0.4187
S -3.5404 -1.8583 -0.0673
S -2.4257 1.7247 -2.4272
O -3.1446 -0.6005 0.6151
O -1.5649 0.4316 -2.3120
O -4.4804 -1.6732 -1.1538
N -0.6894 -3.3738 -1.9574
N -0.3275 -1.0940 2.1308
N -2.1828 -2.5081 -0.4378
N 1.2210 1.4543 -1.2059
N -0.2953 1.3998 1.0350
C -4.0664 1.1823 -2.8596
C 1.2214 3.8420 -1.2276
C -1.2209 -5.1144 -3.5190
C -1.6310 -0.3722 3.9862
C -2.3275 3.9641 -3.9538
C -1.9186 2.4964 -3.9371
C 2.2210 3.8290 -2.1898
C 0.7542 2.6303 -0.7556
C -2.1553 3.3216 1.6138
C -4.1327 0.1475 -3.9808
C -1.1928 1.1863 2.0140
C -1.4180 -1.5967 4.5978
C -4.3495 -2.9107 1.0705
C -1.0636 -0.1547 2.7459
C -0.6498 -2.5565 3.9660
C -4.3773 -4.6194 2.7441
C -6.4412 -3.7736 1.8726
C -5.7417 -2.9161 1.0373
C -1.9598 -3.4114 -1.5332
C -0.1153 -2.2799 2.7159
C -0.2969 2.5459 0.3377
C -6.5401 -5.5618 3.6458
C -0.3454 -4.2187 -2.9363
C 0.7065 -3.2662 1.9306
C -5.7719 -4.6358 2.7365
C -3.6583 -3.7710 1.9175
C -2.9239 -4.2602 -2.0585
C 2.7094 2.6197 -2.6455
C -1.2140 3.5443 0.6181
C -2.1591 2.1305 2.3217
C 2.1798 1.4412 -2.1330
C -2.5336 -5.1245 -3.0652
C 2.6306 0.0804 -2.5961
H -2.9004 4.0761 1.8311
H -0.8352 2.3592 -3.9419
H -2.1253 4.3973 -4.9326
H 3.4977 2.5795 -3.3855
H -7.5257 -3.7789 1.8399
H -1.8440 -1.7969 5.5728
H -3.2576 -5.8058 -3.4952
H -4.5947 2.1157 -3.0795
H -0.4536 -3.5122 4.4345
H -3.8443 -5.2996 3.4009
H -2.2070 0.3975 4.4811
H -6.6381 -5.1364 4.6480
H 1.8058 -0.4629 -3.0618
H 0.9116 -4.1709 2.5013
H 3.4355 0.1409 -3.3267
H 2.6234 4.7601 -2.5692
H -0.8793 -5.7849 -4.2955
H -2.5751 -3.7944 1.9248
H -2.9078 1.9350 3.0765
H -7.5471 -5.7420 3.2687
H 0.1808 -3.5594 1.0151
H -4.4695 0.7860 -1.9257
H 2.9855 -0.5125 -1.7524
H -2.3322 1.9204 -4.7657
H -1.7780 4.5404 -3.2080
H 0.8373 4.7742 -0.8341
H -4.9178 -0.5690 -3.7471
H -6.2703 -2.2666 0.3542
H -1.2122 4.4690 0.0556
H -3.9432 -4.2427 -1.6996
H -6.0384 -6.5251 3.7498
H 1.6605 -2.8259 1.6371
H 0.6879 -4.1751 -3.2642
H -4.3551 0.6046 -4.9440
H -3.3947 4.1032 -3.7645
H -3.2058 -0.4194 -4.0709

Kohn-Sham gap ... 8.1 eV
LUMO level ... -0.093 Ha
Total charge ... +1

It is (1) that is most stable; the runner-up trails by 0.981 eV.

(1)
Below is 3 unconnected molecules or ions with the total composition C3H11NOS, with properties calculated with ωB97M-V/def2-TZVPD.

Positions of all 17 atoms, in Å:
S 0.5253 0.4522 -1.7657
O -2.0955 -1.7082 1.3705
N 1.4074 -0.5603 1.1358
C -1.1030 -0.7725 0.8699
C 0.6081 2.2603 -2.1197
C 0.1849 -1.4435 0.9548
H -0.2476 0.9328 0.0579
H -1.0744 0.1278 1.5592
H 0.3262 -2.1883 0.1199
H 0.5642 2.3480 -3.2317
H 1.4899 0.0215 0.2544
H 0.1577 -2.0981 1.8503
H -2.9124 -1.2041 1.2931
H -1.3818 -0.5046 -0.2039
H 1.5597 2.6490 -1.7217
H -0.2779 2.8026 -1.6755
H 2.2692 -1.1145 1.2524

Kohn-Sham gap ... 7.9 eV
LUMO level ... -0.039 Ha

(2)
Below is 2 unconnected molecules or ions with the total composition C3H11NOS, with properties calculated with ωB97M-V/def2-TZVPD.

Positions of all 17 atoms, in Å:
S -1.1443 1.5470 -1.9508
O -1.8460 2.4708 1.8111
N 1.1870 -2.5781 0.2688
C 1.2302 -1.1287 0.1322
C 0.0337 -0.6307 -0.7477
C 0.0252 0.8889 -0.7179
H 0.9535 1.2605 -1.1561
H 1.0864 -0.6333 1.1015
H 2.1343 -0.7698 -0.3525
H 0.4826 -2.8277 0.9495
H -2.0479 2.2483 -1.2579
H 0.0200 1.2707 0.2718
H -1.8333 2.3125 0.8522
H 0.1784 -1.0304 -1.7436
H -1.7186 1.5807 2.1611
H 2.0783 -2.9335 0.5875
H -0.8194 -1.0473 -0.2091

SMILES string ... NCCCS.O
Kohn-Sham gap ... 9.8 eV
LUMO level ... 0.022 Ha

(3)
Below is 2 unconnected molecules or ions with the total composition C3H11NOS, with properties calculated with ωB97M-V/def2-TZVPD.

Positions of all 17 atoms, in Å:
S 2.6829 -0.3594 0.3722
O -2.6082 -2.3479 -1.1226
N -2.0708 1.7973 0.6068
C -0.9775 1.2748 -0.2335
C 0.0919 0.5762 0.6054
C 1.0194 -0.0434 -0.3925
H -0.4903 2.0893 -0.6507
H -0.3631 -0.2702 1.1311
H -2.6030 0.9829 0.7841
H -1.2667 0.5108 -0.9293
H 0.6358 1.2999 1.2088
H 0.6257 -0.9672 -0.7689
H 2.3748 -1.4308 0.9700
H -2.7330 -1.4044 -1.2301
H -3.2482 -2.7188 -0.5005
H -2.6591 2.3191 0.0390
H 1.3597 0.6962 -1.1527

SMILES string ... NCCCS.O
Kohn-Sham gap ... 9.4 eV
LUMO level ... 0.018 Ha

(4)
Below is 2 unconnected molecules or ions with the total composition C3H11NOS, with properties calculated with ωB97M-V/def2-TZVPD.

Positions of all 17 atoms, in Å:
S 5.6303 -0.6885 0.5886
O -4.4995 1.4063 0.3227
N -5.3593 1.5823 -1.8863
C -5.4575 2.0505 -0.5417
C 5.4720 -1.9744 1.8442
C 4.1228 -0.7953 -0.3497
H 6.0321 -2.8792 1.5933
H -6.4180 1.8982 -0.0064
H -5.0375 0.6503 -2.0896
H 4.4583 -2.3057 2.1362
H 4.3882 -0.9370 -1.3890
H 3.3098 -0.1081 -0.1680
H -5.2640 3.1243 -0.5536
H 5.8914 -1.4563 2.6934
H 3.6296 -1.7508 -0.1276
H -4.6438 0.4551 0.2946
H -6.2548 1.7283 -2.3614

SMILES string ... CSC.NCO
Kohn-Sham gap ... 9.4 eV
LUMO level ... 0.034 Ha

It is (2) that is most stable; the runner-up trails by 0.249 eV.

(1)
Below is 2 unconnected molecules or ions with the total composition C3H11NOS, with properties calculated with ωB97M-V/def2-TZVPD.

Positions of all 17 atoms, in Å:
S -0.7984 -0.7615 -1.5823
O -0.3196 1.4363 1.1186
N 1.4245 -1.2070 0.5496
C -0.8693 1.3228 -2.0723
C 1.3115 -0.2667 1.6901
C -0.0509 0.3689 1.9761
H 2.0396 0.5302 1.5953
H 0.0790 1.7516 -1.7792
H -1.7533 1.6400 -1.5228
H 1.1447 -2.1492 0.7397
H -0.3568 1.0018 0.2447
H -0.8423 -0.4122 1.9475
H -1.0499 1.3170 -3.1484
H 1.7824 -0.8131 -0.2985
H -0.0269 0.7382 3.0036
H 0.1268 -1.1462 -0.4779
H 1.7036 -0.7395 2.6389

SMILES string ... NCCO.CS
Kohn-Sham gap ... 9.3 eV
LUMO level ... 0.023 Ha

(2)
Below is 2 unconnected molecules or ions with the total composition C3H11NOS, with properties calculated with ωB97M-V/def2-TZVPD.

Positions of all 17 atoms, in Å:
S -2.4966 -0.5224 -1.2600
O 0.7862 -1.8198 0.1272
N 3.1588 -1.0412 -0.1730
C -1.6269 1.8558 0.0575
C -2.0493 0.3856 0.2251
C 1.8818 -0.7637 0.3119
H -3.2170 0.4601 -1.9423
H 2.0329 -0.4817 1.3128
H 1.1742 -2.6838 -0.0003
H 1.3508 -0.0411 -0.3979
H -2.6896 0.3301 1.1091
H -0.9587 2.0036 -0.7888
H 3.7513 -0.2779 -0.5166
H -2.4543 2.5890 0.1140
H 3.6872 -1.8612 0.1675
H -1.2913 -0.2178 0.6452
H -1.0394 2.0865 1.0085

SMILES string ... CCS.NCO
Kohn-Sham gap ... 9.6 eV
LUMO level ... 0.032 Ha

It is (2) that is most stable; the runner-up trails by 0.551 eV.

(1)
Below is a single C4H4O molecule, with properties calculated with ωB97M-V/def2-TZVPD.

Positions of all 9 atoms, in Å:
O -0.5279 1.4611 0.2962
C 1.5001 0.3305 0.8774
C -0.1964 -0.8025 -0.4518
C -0.9304 0.5498 -0.3803
C 1.1232 -0.5473 0.1274
H -1.8690 0.6959 -0.9326
H 1.8421 1.0793 1.5489
H -0.6321 -1.4396 0.3212
H -0.3095 -1.3272 -1.4064

SMILES string ... C#CCC=O
Kohn-Sham gap ... 10.8 eV
LUMO level ... 0.035 Ha

(2)
Below is a single C4H4O molecule, with properties calculated with ωB97M-V/def2-TZVPD.

Positions of all 9 atoms, in Å:
O -1.7212 1.0963 0.5278
C -1.2987 0.4797 -0.4140
C -0.2733 -0.6473 -0.2800
C 0.9515 -0.1528 0.3478
C 1.9400 0.3036 0.8583
H 2.8059 0.7195 1.3215
H -0.0550 -1.0800 -1.2639
H -1.6300 0.7108 -1.4451
H -0.7193 -1.4297 0.3476

SMILES string ... C#CCC=O
Kohn-Sham gap ... 10.8 eV
LUMO level ... 0.031 Ha

It is (2) that is most stable; the runner-up trails by 0.909 eV.